Entry 1:
The following is a DFT calculation (wB97M-V/def2-TZVPD) of a gas-phase ion, C14H11N2 (charge +1) at a distorted geometry.

Structure (XYZ):
```
27
Properties=species:S:1:pos:R:3
C 1.4708 3.0993 -1.1078
C 2.1536 1.9235 -0.7043
C 1.4598 0.8004 -0.3274
C 0.0494 0.8582 -0.3562
C -0.7799 -0.2599 0.0356
C -0.1123 -1.5044 0.5284
C 0.0395 -1.7554 1.9048
C 0.6501 -2.9290 2.3232
N 1.1827 -3.9083 1.5821
C 1.0109 -3.6255 0.2843
C 0.3938 -2.5256 -0.2938
C -2.1288 -0.1898 -0.0041
N -2.7187 0.9665 -0.4433
C -2.0390 2.0311 -0.8109
C -0.6381 2.0333 -0.7934
C 0.1152 3.1794 -1.1746
H 2.0384 3.9900 -1.3845
H 3.2429 1.8749 -0.6699
H 1.9374 -0.1257 -0.0057
H -0.3209 -1.0336 2.6398
H 0.7114 -3.0882 3.4083
H 1.4175 -4.3756 -0.4072
H 0.3052 -2.4546 -1.3794
H -2.7667 -1.0196 0.2933
H -3.7316 1.0170 -0.4934
H -2.5570 2.9358 -1.1297
H -0.3856 4.0860 -1.5143
```

The LUMO energy is -4.68 eV. The value obtained for the HOMO energy is -12.7 eV. As for the structure (SMILES): c1ccc2c(-c3ccncc3)c[nH+]cc2c1. The strongest force on any atom is 2.28 eV/Å. Its net charge is +1.


Entry 2:
The following is a DFT calculation (wB97M-V/def2-TZVPD) of C14H11N3O2S in the gas phase at a distorted geometry.

Structure (XYZ):
```
31
Properties=species:S:1:pos:R:3
O 2.1149 1.2695 -2.4876
C 1.1634 0.7257 -1.9690
C 0.6672 1.0822 -0.5818
O -0.5829 0.4650 -0.3394
C -1.0902 0.3456 0.9203
C -2.4428 0.0714 0.9662
C -3.1154 -0.1227 2.1733
C -2.4415 -0.0437 3.3607
C -1.0615 0.2242 3.3644
C -0.3155 0.2922 4.5615
C 1.0300 0.5272 4.5157
C 1.6268 0.7042 3.2567
N 0.9713 0.6586 2.1323
C -0.3574 0.4218 2.1392
N 0.4751 -0.2776 -2.5738
C 0.8067 -0.7519 -3.8162
N 0.1673 -1.7022 -4.4089
C 0.7185 -1.9694 -5.6190
C 1.7920 -1.2109 -5.9499
S 2.1597 -0.0842 -4.6917
H 1.4153 0.7642 0.1546
H 0.5771 2.1739 -0.5109
H -2.9772 0.0085 0.0309
H -4.1741 -0.3322 2.1559
H -2.9481 -0.1924 4.3026
H -0.8286 0.1516 5.5028
H 1.6282 0.5808 5.4116
H 2.6888 0.8944 3.1699
H -0.3268 -0.6827 -2.1077
H 0.2795 -2.7451 -6.2192
H 2.3802 -1.2458 -6.8433
```

The LUMO energy is -0.04 eV. The value obtained for the HOMO energy is -8.4 eV. As for the structure (SMILES): O=C(COc1cccc2cccnc12)Nc1nccs1. The strongest force on any atom is 1.01 eV/Å. Its net charge is 0.


Entry 3:
The following is a DFT calculation (wB97M-V/def2-TZVPD) of 9 unconnected molecules or ions with the total composition C14H12Cl33IO3S at a distorted geometry.

Structure (XYZ):
```
64
Properties=species:S:1:pos:R:3
C 4.0843 -3.8755 2.1733
C 4.2313 -2.4905 2.8770
C 2.8892 -1.8957 3.3855
Cl 2.5337 -2.4953 5.0901
O 1.8012 -2.2563 2.5627
S 0.3966 -1.4615 3.0757
O 0.6434 -0.0289 2.7801
O -0.6950 -2.1087 2.0048
C -1.8747 -1.3018 1.8934
C -3.0136 -1.7004 2.8678
C -3.4275 -3.2138 2.8148
I -3.7029 -4.0329 0.8312
H 3.5368 -4.5577 2.8543
H 5.0869 -4.3171 1.9961
H 3.5586 -3.7545 1.2070
H 4.8893 -2.6289 3.7609
H 4.7762 -1.7844 2.2166
H 3.0099 -0.7954 3.4021
H -1.6993 -0.2134 1.9992
H -2.2536 -1.4478 0.8602
H -2.8157 -1.4539 3.9311
H -3.9052 -1.0843 2.5785
H -4.4081 -3.2956 3.3267
H -2.7319 -3.8160 3.4330
C 3.2652 2.7933 1.4653
Cl 2.5741 3.6063 2.8824
Cl 1.9699 2.3374 0.3407
Cl 4.3978 3.8978 0.6612
Cl 4.1368 1.3379 1.9811
C -4.2826 -7.3030 -2.2188
Cl -5.6634 -7.7772 -3.2249
Cl -4.5170 -7.9017 -0.5672
Cl -2.7961 -7.9928 -2.8924
Cl -4.1531 -5.5347 -2.1923
C 5.7799 7.2403 -1.3596
Cl 4.1418 7.3392 -0.6956
Cl 6.6644 8.7236 -0.9573
Cl 6.6243 5.8461 -0.6585
Cl 5.6959 7.0552 -3.1193
C 8.0547 9.5081 -5.8570
Cl 6.7612 8.5352 -6.5803
Cl 7.8984 9.4749 -4.0933
Cl 9.6279 8.8398 -6.3245
Cl 7.9281 11.1796 -6.4319
C -1.3745 4.4101 1.7529
Cl -2.0732 5.2345 3.1585
Cl -2.6711 3.9517 0.6327
Cl -0.2438 5.5001 0.9300
Cl -0.5116 2.9596 2.2836
C -7.4779 -2.2929 3.5693
Cl -6.6826 -2.8714 5.0447
Cl -6.3738 -1.2271 2.6804
Cl -7.9082 -3.6750 2.5493
Cl -8.9428 -1.3962 4.0029
C 1.3208 4.6240 -3.3022
Cl 2.2830 4.5276 -1.8200
Cl 2.0475 3.5923 -4.5466
Cl -0.3308 4.0734 -2.9667
Cl 1.2802 6.3019 -3.8746
C -7.5115 -7.8116 -6.8172
Cl -8.8931 -8.2856 -7.8196
Cl -7.7461 -8.4129 -5.1662
Cl -6.0261 -8.5039 -7.4896
Cl -7.3798 -6.0453 -6.7864
```

The LUMO energy is 0.02 eV. The value obtained for the HOMO energy is -9.5 eV. The strongest force on any atom is 2.10 eV/Å. Its net charge is 0.


Entry 4:
The following is a DFT calculation (wB97M-V/def2-TZVPD) of 2 unconnected molecules or ions with the total composition C14H12F3N2O6S3 at a distorted geometry.

Structure (XYZ):
```
40
Properties=species:S:1:pos:R:3
C 0.9087 0.5822 -1.2697
N 0.8229 -0.3107 -2.6016
O 1.8406 -0.3962 -3.2832
O -0.2995 -0.7757 -2.8889
H -0.1520 0.6103 -0.8246
H 1.2420 1.5555 -1.7256
F -3.5475 1.5986 0.6601
C -2.8186 0.5414 0.1295
F -3.3976 -0.6312 0.5990
F -2.9744 0.5832 -1.2264
S -1.2133 0.5736 0.7332
N 1.8906 0.1413 -0.3781
S 1.9865 -1.5924 0.1413
C 0.6991 -2.6570 -0.5701
C 0.9153 -4.0384 -0.4938
C -0.0678 -4.9396 -0.9071
C -1.3040 -4.4601 -1.3520
C -1.5350 -3.0844 -1.3677
C -0.5664 -2.1953 -0.8971
O 3.2611 -1.9826 -0.4049
O 1.7327 -1.6633 1.5552
S 2.4261 1.4506 0.7536
C 0.9847 2.4591 1.1633
C 0.1180 3.0769 0.2368
C -0.9894 3.7895 0.6983
C -1.1219 4.0611 2.0612
C -0.1953 3.5517 2.9786
C 0.8440 2.7390 2.5258
O 2.7948 0.7946 1.9720
O 3.3603 2.1992 -0.0352
H 1.8683 -4.4016 -0.1226
H 0.1173 -6.0144 -0.8980
H -2.1022 -5.1429 -1.6482
H -2.5033 -2.6705 -1.6475
H -0.8854 -1.2248 -0.5013
H 0.3113 3.0062 -0.8280
H -1.7548 4.1229 -0.0144
H -1.9642 4.6665 2.4031
H -0.2836 3.7751 4.0482
H 1.5518 2.3024 3.2268
```

The LUMO energy is 2.56 eV. The value obtained for the HOMO energy is -4.5 eV. The strongest force on any atom is 3.09 eV/Å. Its net charge is -1.


Entry 5:
The following is a DFT calculation (wB97M-V/def2-TZVPD) of a molecular structure, C14H12HfN3O4S2 at a distorted geometry.

Structure (XYZ):
```
36
Properties=species:S:1:pos:R:3
Hf -0.2056 0.4368 0.2484
C 2.6852 0.7020 -0.3127
C 2.3230 0.1778 -1.5593
C 1.2122 0.9740 -2.0841
C 0.9431 1.9711 -1.1303
C 1.7696 1.7313 0.0657
H 3.5886 0.4043 0.1796
H 2.7166 -0.6696 -2.1858
H 0.7288 0.7667 -3.0731
H 0.4829 2.8997 -1.3204
H 1.8281 2.3298 0.9906
C -2.7904 2.2932 -0.7853
C -3.7074 2.1073 0.2621
C -3.6579 0.7568 0.5970
C -2.6037 0.1105 -0.1474
C -2.1063 1.0662 -1.0780
H -2.5046 3.2221 -1.3197
H -4.3573 2.8863 0.6574
H -4.2411 0.1996 1.3082
H -2.4674 -0.9969 -0.2443
H -1.6419 0.8664 -2.0547
O 0.4113 1.6302 3.6901
S -0.6488 1.1157 2.8032
O -0.2191 -0.2919 2.2100
O -0.7661 2.0161 1.5589
S -2.2697 0.8606 3.7212
N 1.4896 -2.3957 1.3642
C 0.9685 -2.4514 0.1944
O 0.1387 -1.4735 -0.2191
C 1.4120 -3.4645 -0.7262
C 2.6976 -3.9617 -0.3491
N 3.6746 -4.2413 0.2439
C 1.0748 -3.4378 -2.0906
N 0.7483 -3.2518 -3.2079
H 1.0245 -1.8591 2.0991
H 2.2694 -3.0293 1.6940
```

The LUMO energy is 2.73 eV. The value obtained for the HOMO energy is -5.2 eV. The strongest force on any atom is 4.51 eV/Å. Its net charge is -1.


Entry 6:
The following is a DFT calculation (wB97M-V/def2-TZVPD) of a gas-phase ion, C14H12NO2 (charge +1) at a distorted geometry.

Structure (XYZ):
```
29
Properties=species:S:1:pos:R:3
C 2.4434 -2.3083 1.0190
C 3.3291 -2.0228 0.0695
O 3.1578 -1.1118 -0.9852
C 3.3009 0.2173 -0.6675
O 4.3464 0.7908 -0.7298
C 2.0210 0.9230 -0.3025
C 2.0398 2.2746 0.0319
C 0.8592 2.8937 0.3234
N -0.2982 2.2063 0.2836
C -0.3613 0.9045 -0.0322
C -1.6708 0.2109 -0.0903
C -2.1742 -0.4244 1.0380
C -3.3817 -1.0994 0.9393
C -4.0449 -1.1347 -0.2771
C -3.5496 -0.4858 -1.3955
C -2.3431 0.1941 -1.3089
C 0.8143 0.2394 -0.3335
H 2.3805 -3.3268 1.3774
H 1.7991 -1.5912 1.5126
H 4.2934 -2.5153 0.0601
H 2.9706 2.8205 0.0639
H 0.8105 3.9367 0.5944
H -1.1620 2.6967 0.4860
H -1.6287 -0.3951 1.9714
H -3.7877 -1.5964 1.8073
H -4.9723 -1.6855 -0.3514
H -4.0699 -0.5008 -2.3413
H -1.9212 0.6971 -2.1681
H 0.7997 -0.8070 -0.5946
```

The LUMO energy is -5.09 eV. The value obtained for the HOMO energy is -12.7 eV. As for the structure (SMILES): C=COC(=O)c1cc[nH+]c(-c2ccccc2)c1. The strongest force on any atom is 1.46 eV/Å. Its net charge is +1.


Entry 7:
The following is a DFT calculation (wB97M-V/def2-TZVPD) of a molecular structure, C14H13AuBrF6O at a distorted geometry.

Structure (XYZ):
```
36
Properties=species:S:1:pos:R:3
C -1.0724 -1.2513 -2.9164
C -1.2033 -2.2785 -1.9518
C -1.9164 -1.7137 -0.7689
H -0.9827 -3.3404 -2.1243
C -2.1634 -0.3167 -1.1171
C -1.6984 -0.0728 -2.4091
H -1.7963 0.8560 -2.9759
H -0.6230 -1.3534 -3.9026
H -2.6053 -2.2549 -0.1207
H -2.6427 0.4205 -0.4799
Au -0.0910 -2.3943 0.0432
Br 2.0589 -3.0590 0.8992
C 2.4516 0.8956 -0.7084
C 1.7479 1.7510 -1.6186
C 1.8073 1.1632 -2.9182
H 1.3424 2.7283 -1.3637
C 2.5207 -0.0738 -2.8135
C 2.9304 -0.2310 -1.4532
H 3.4570 -1.0822 -1.0166
H 2.5480 1.0479 0.3602
H 1.3860 1.5708 -3.8315
H 2.7003 -0.7896 -3.6121
C -1.4960 -0.4524 2.5132
C -0.3645 0.5295 2.1674
O 0.2319 0.2616 1.0441
C -1.0297 2.0147 2.1299
F -1.8266 2.2481 3.2286
F -0.1284 3.0189 2.0789
F -1.8300 2.1182 1.0304
C 0.6617 0.5393 3.4324
F -0.0052 0.7908 4.6131
F 1.2349 -0.6762 3.5476
F 1.6426 1.4617 3.3384
H -2.2671 -0.3570 1.7410
H -1.9021 -0.2536 3.5059
H -1.0771 -1.4655 2.4288
```

As for the spin multiplicity: 3. The LUMO energy (alpha / beta) is 3.11 / 0.46 eV. The value obtained for the HOMO energy (alpha / beta) is -4.8 / -4.7 eV. The strongest force on any atom is 3.17 eV/Å. Its net charge is -1.


Entry 8:
The following is a DFT calculation (wB97M-V/def2-TZVPD) of a molecular structure, C14H13BrN2O4RuS2.

Structure (XYZ):
```
37
Properties=species:S:1:pos:R:3
Ru -0.7397 -1.3831 -0.0741
S -2.9201 -1.1073 0.7695
C -2.6145 -2.4784 1.7658
S -1.0241 -3.1062 1.3622
C -3.4324 -2.9960 2.7378
C -3.0544 -4.1431 3.4872
N -2.7616 -5.0719 4.1031
C -4.6928 -2.4038 3.0265
N -5.7169 -1.9340 3.2667
C 3.1997 -2.3344 -2.1161
C 1.7139 -2.0602 -2.0018
O 1.3556 -1.8796 -0.6318
H 3.4737 -2.4997 -3.1599
H 3.4685 -3.2211 -1.5411
H 3.7785 -1.4888 -1.7405
H 1.1148 -2.8881 -2.3724
H 1.4338 -1.1712 -2.5753
H 1.7895 -1.0411 -0.3279
Br 4.0249 5.5101 0.7989
C 2.3385 4.6300 0.7415
C 1.1897 5.3666 0.9794
C -0.0387 4.7234 0.9383
C -0.1121 3.3677 0.6575
C 1.0511 2.6455 0.4212
C 2.2886 3.2771 0.4669
C 0.9858 1.1681 0.1143
O 2.0501 0.5426 0.0030
O -0.1956 0.6927 0.0365
H 1.2569 6.4242 1.1941
H -0.9424 5.2879 1.1277
H -1.0602 2.8501 0.6215
H 3.1832 2.6979 0.2888
C -2.1172 -1.1716 -2.4883
O -1.1602 -1.9677 -1.8461
H -1.8484 -1.0851 -3.5488
H -2.1392 -0.1568 -2.0724
H -3.1262 -1.5944 -2.4118
```

As for the spin multiplicity: 2. The LUMO energy (alpha / beta) is 2.26 / 2.26 eV. The value obtained for the HOMO energy (alpha / beta) is -5.0 / -5.1 eV. The strongest force on any atom is 0.56 eV/Å. Its net charge is -1.


Entry 9:
The following is a DFT calculation (wB97M-V/def2-TZVPD) of C14H13ClFNO2 in the gas phase.

Structure (XYZ):
```
32
Properties=species:S:1:pos:R:3
C -4.7399 -2.0033 0.2483
O -3.8726 -1.2160 -0.5287
C -2.7623 -0.6780 0.0837
C -2.4110 -0.8398 1.4124
C -1.2606 -0.2348 1.8942
C -0.4637 0.5278 1.0639
C -0.7986 0.6985 -0.2722
C 0.0279 1.5183 -1.2396
N 1.2942 1.9791 -0.7362
C 2.3297 1.1444 -0.4102
C 3.4425 1.6634 0.2654
C 4.5271 0.8671 0.5616
C 4.5232 -0.4665 0.1920
F 5.5901 -1.2381 0.4920
C 3.4296 -1.0037 -0.4723
Cl 3.4167 -2.6713 -0.9218
C 2.3394 -0.2067 -0.7700
C -1.9510 0.0934 -0.7616
O -2.2872 0.2561 -2.0718
H -4.2299 -2.8859 0.6463
H -5.5349 -2.3189 -0.4256
H -5.1707 -1.4273 1.0731
H -3.0196 -1.4313 2.0771
H -0.9893 -0.3652 2.9302
H 0.4306 0.9866 1.4558
H -0.5535 2.3945 -1.5419
H 0.1913 0.9265 -2.1464
H 1.2762 2.8545 -0.2373
H 3.4478 2.7036 0.5556
H 5.3846 1.2634 1.0817
H 1.4966 -0.6499 -1.2717
H -3.1025 -0.2407 -2.2263
```

The LUMO energy is 0.66 eV. The value obtained for the HOMO energy is -7.9 eV. As for the structure (SMILES): COc1cccc(CNc2ccc(F)c(Cl)c2)c1O. The strongest force on any atom is 0.73 eV/Å. Its net charge is 0.


Entry 10:
The following is a DFT calculation (wB97M-V/def2-TZVPD) of a molecular structure, C14H13ClN2O3Ru at a distorted geometry.

Structure (XYZ):
```
34
Properties=species:S:1:pos:R:3
Cl 0.1515 4.0522 -2.0677
C -1.8229 0.4350 -2.2869
C -0.9273 -0.6580 -1.9660
C 0.3274 -0.4097 -2.6153
H -1.1781 -1.5393 -1.3844
C 0.2144 0.8301 -3.3718
C -1.1339 1.3301 -3.1718
H -1.5174 2.2417 -3.6153
H -2.8437 0.5378 -1.9322
H 1.2059 -1.0491 -2.6074
C 1.2753 1.4263 -4.2215
Ru -0.0161 1.2698 -1.2776
C 1.7721 1.5802 -0.8048
O 2.8763 1.8174 -0.5087
C -0.8414 2.0796 0.2373
O -1.3083 2.5481 1.1908
H 2.2648 1.1564 -3.8372
H 1.1840 2.5162 -4.1996
H 1.1978 1.0747 -5.2564
N -1.2747 -3.3513 4.1702
C -1.2690 -2.8283 2.9096
O -1.9719 -3.2810 2.0041
C -0.3251 -1.6849 2.6741
C 0.5869 -1.1946 3.6269
C 1.3657 -0.0839 3.3175
C 1.2315 0.5126 2.0576
N 0.4178 0.0040 1.1343
C -0.3547 -1.0500 1.4151
H -1.9631 -4.0641 4.3569
H -0.8548 -2.9001 4.9665
H 0.6852 -1.6774 4.5997
H 2.0713 0.3533 4.0217
H 1.8022 1.4071 1.8142
H -1.0276 -1.4007 0.6282
```

As for the spin multiplicity: 5. The LUMO energy (alpha / beta) is -7.94 / -11.95 eV. The value obtained for the HOMO energy (alpha / beta) is -13.8 / -16.2 eV. The strongest force on any atom is 5.26 eV/Å. Its net charge is +2.


Entry 11:
The following is a DFT calculation (wB97M-V/def2-TZVPD) of a molecular structure, C14H13ClNO8PtS at a distorted geometry.

Structure (XYZ):
```
39
Properties=species:S:1:pos:R:3
Pt -0.8547 0.3247 0.1408
O 1.2589 1.8072 -0.5648
N 0.7949 2.6015 -1.4631
C 1.4278 3.7928 -1.6408
C 1.0476 4.6986 -2.5969
C -0.0403 4.3942 -3.4109
C -0.6996 3.2044 -3.2068
C -0.3102 2.2845 -2.2249
S -1.1923 0.7920 -2.0513
H 2.2533 3.9304 -0.9597
H 1.5976 5.6246 -2.6947
H -0.3731 5.0821 -4.1770
H -1.5676 2.9412 -3.7957
C -0.2601 6.9635 0.7356
O 0.2803 6.4072 1.9201
C 0.1103 5.0709 2.1051
C 0.6936 4.5462 3.2776
C 0.5753 3.2070 3.5140
C -0.0815 2.3249 2.6283
C -0.1133 0.9158 2.9315
C 0.2365 0.4199 4.3140
O -0.3910 0.0217 2.1184
C -0.6748 2.8626 1.4547
O -1.3603 2.2016 0.5779
C -0.5651 4.2589 1.2309
H -0.0053 8.0202 0.7533
H -1.3467 6.8504 0.7055
H 0.1699 6.4954 -0.1537
H 1.2212 5.2070 3.9505
H 1.0319 2.8032 4.4078
H -0.1421 1.0711 5.0989
H 1.3225 0.3521 4.4109
H -0.1766 -0.5795 4.4226
H -1.0234 4.6251 0.3237
O -1.8056 -3.8820 0.6665
Cl -1.6845 -2.6396 -0.0435
O -2.5776 -1.6762 0.5648
O -2.0000 -2.8101 -1.4332
O -0.3121 -2.0636 0.0791
```

The LUMO energy is 2.53 eV. The value obtained for the HOMO energy is -4.5 eV. The strongest force on any atom is 1.20 eV/Å. Its net charge is -1.


Entry 12:
The following is a DFT calculation (wB97M-V/def2-TZVPD) of C14H13ClO2 in the gas phase at a distorted geometry.

Structure (XYZ):
```
30
Properties=species:S:1:pos:R:3
C -0.2613 2.5308 -2.1262
C -0.2459 2.4886 -0.9232
C -0.3440 2.3122 0.5410
C 0.0813 0.9210 0.9441
C -0.7491 -0.0923 1.1218
C -2.2407 -0.0226 0.9553
C -2.7287 -0.0767 -0.5212
C -1.6874 -0.5372 -1.5347
Cl -1.4973 -2.3311 -1.4921
C -0.1297 -1.4031 1.5675
O -0.6677 -2.1112 2.3709
C 1.2114 -1.7145 0.9707
C 2.0332 -0.6992 0.7906
C 3.3884 -0.8512 0.1940
C 3.5038 -1.6154 -0.8756
C 1.5438 0.6665 1.2008
O 2.2585 1.4758 1.7250
H -0.4585 2.8145 -3.1276
H 0.3494 3.0395 0.9682
H -1.3665 2.5355 0.8346
H -2.5584 0.9347 1.3779
H -2.7282 -0.7781 1.5684
H -3.2026 0.8533 -0.8372
H -3.5286 -0.8208 -0.5538
H -0.7342 -0.0257 -1.4712
H -2.0814 -0.3171 -2.5275
H 1.5002 -2.7239 0.7106
H 4.2316 -0.3470 0.6442
H 4.3819 -1.5408 -1.5022
H 2.7101 -2.3171 -1.0938
```

The LUMO energy is -0.66 eV. The value obtained for the HOMO energy is -9.5 eV. As for the structure (SMILES): C#CCC1=C(CCCCl)C(=O)C=C(C=C)C1=O. The strongest force on any atom is 1.18 eV/Å. Its net charge is 0.